{
  "formula": "C37H81BN7O11P3",
  "method": "ωB97M-V/def2-TZVPD",
  "symbols": ["N", "C", "N", "N", "C", "C", "C", "C", "C", "O", "B", "C", "C", "C", "N", "O", "C", "P", "P", "O", "O", "O", "P", "O", "O", "O", "H", "H", "H", "H", "H", "H", "H", "H", "H", "H", "H", "H", "H", "H", "H", "H", "H", "H", "H", "H", "H", "H", "H", "H", "H", "H", "H", "C", "C", "C", "C", "C", "C", "N", "O", "C", "C", "C", "H", "H", "H", "H", "H", "H", "H", "H", "H", "H", "H", "H", "H", "H", "H", "H", "H", "H", "C", "C", "C", "C", "C", "C", "N", "O", "C", "C", "C", "H", "H", "H", "H", "H", "H", "H", "H", "H", "H", "H", "H", "H", "H", "H", "H", "H", "H", "C", "C", "C", "C", "C", "C", "N", "O", "C", "C", "C", "H", "H", "H", "H", "H", "H", "H", "H", "H", "H", "H", "H", "H", "H", "H", "H", "H", "H"],
  "coordinates": [[2.477, -0.119, 3.487], [2.809, -0.275, 2.273], [3.625, 0.692, 1.621], [2.450, -1.395, 1.482], [1.246, -1.179, 0.599], [0.241, -0.186, 1.138], [-1.097, -0.277, 0.393], [-2.147, 0.635, 1.064], [-3.038, 1.422, 0.088], [-3.047, 2.771, 0.478], [-4.222, 2.982, 1.425], [-3.702, 3.577, 2.848], [-4.699, 3.489, 4.012], [-5.996, 4.283, 3.771], [-6.204, 5.414, 4.706], [-4.841, 1.617, 1.488], [-4.547, 1.071, 0.241], [-4.953, -0.725, -0.027], [-4.742, -1.755, 1.896], [-3.813, -2.885, 1.766], [-4.395, -0.794, 3.123], [-6.226, -2.346, 2.243], [-5.479, 1.868, -1.167], [-5.974, 0.811, -2.074], [-6.689, 2.712, -0.557], [-4.575, 2.904, -1.977], [1.957, -0.938, 3.792], [4.100, 1.223, 2.338], [3.049, 1.343, 1.101], [3.229, -1.524, 0.850], [1.599, -0.807, -0.362], [0.768, -2.145, 0.461], [0.587, 0.843, 1.037], [0.027, -0.380, 2.190], [-1.422, -1.317, 0.430], [-0.971, 0.009, -0.651], [-2.722, 0.034, 1.759], [-1.627, 1.378, 1.662], [-2.680, 1.285, -0.934], [-4.973, 3.820, 0.911], [-2.741, 3.153, 3.150], [-3.504, 4.642, 2.678], [-4.228, 3.928, 4.899], [-4.892, 2.447, 4.266], [-6.013, 4.689, 2.765], [-6.850, 3.625, 3.922], [-6.125, 5.046, 5.646], [-5.400, 6.026, 4.615], [-6.353, -0.739, -0.161], [-3.808, -1.298, 3.698], [-6.840, -1.763, 1.786], [-6.723, 2.575, 0.397], [-4.994, 3.769, -1.939], [5.663, 0.218, -4.052], [4.544, -0.493, -3.270], [4.574, -1.991, -3.566], [4.118, -2.323, -4.985], [2.737, -1.730, -5.266], [2.612, -0.240, -4.935], [3.198, 0.071, -3.595], [2.350, -0.194, -2.657], [3.280, 0.610, -6.032], [1.138, 0.150, -4.941], [4.848, -0.251, -1.798], [6.629, -0.002, -3.601], [5.744, -0.095, -5.090], [5.528, 1.300, -4.029], [3.926, -2.513, -2.855], [5.587, -2.364, -3.398], [4.845, -1.965, -5.719], [4.075, -3.408, -5.108], [2.476, -1.876, -6.317], [1.996, -2.286, -4.683], [3.317, 1.658, -5.733], [2.698, 0.546, -6.951], [4.289, 0.290, -6.284], [0.544, -0.478, -4.281], [0.744, 0.035, -5.951], [1.003, 1.188, -4.636], [4.814, 0.811, -1.558], [5.851, -0.617, -1.577], [4.153, -0.767, -1.140], [11.981, 2.454, -4.309], [11.179, 1.281, -3.715], [12.109, 0.105, -3.426], [12.617, -0.576, -4.696], [11.451, -0.998, -5.591], [10.442, 0.118, -5.877], [10.076, 0.855, -4.629], [9.162, 0.218, -3.975], [11.001, 1.086, -6.937], [9.184, -0.491, -6.487], [10.579, 1.802, -2.414], [12.572, 2.924, -3.523], [12.686, 2.160, -5.082], [11.313, 3.212, -4.720], [11.578, -0.633, -2.817], [12.950, 0.458, -2.825], [13.299, 0.082, -5.241], [13.200, -1.458, -4.426], [11.832, -1.376, -6.542], [10.931, -1.833, -5.111], [10.350, 1.954, -7.042], [11.045, 0.585, -7.904], [12.008, 1.435, -6.727], [8.770, -1.283, -5.867], [9.432, -0.923, -7.456], [8.413, 0.266, -6.635], [9.897, 2.632, -2.605], [11.382, 2.161, -1.772], [10.037, 1.031, -1.871], [-11.816, -2.529, 5.662], [-10.930, -1.820, 6.703], [-10.407, -0.503, 6.131], [-9.367, -0.708, 5.031], [-8.222, -1.595, 5.519], [-8.671, -2.907, 6.165], [-9.790, -2.685, 7.133], [-9.340, -2.309, 8.285], [-9.083, -3.917, 5.077], [-7.487, -3.542, 6.884], [-11.832, -1.546, 7.900], [-12.772, -2.011, 5.585], [-11.396, -2.538, 4.660], [-12.018, -3.558, 5.961], [-9.959, 0.088, 6.936], [-11.250, 0.079, 5.750], [-9.830, -1.139, 4.138], [-8.965, 0.259, 4.724], [-7.551, -1.825, 4.688], [-7.632, -1.022, 6.241], [-9.534, -4.803, 5.528], [-8.202, -4.235, 4.522], [-9.777, -3.515, 4.343], [-7.030, -2.861, 7.600], [-6.730, -3.808, 6.149], [-7.787, -4.446, 7.415], [-12.201, -2.478, 8.331], [-12.690, -0.960, 7.572], [-11.323, -0.985, 8.680]],
  "atomic_forces_ev_per_a": [[0.15, -0.02, -0.17], [-0.26, 0.14, 0.25], [0.26, -0.18, 0.31], [-0.22, 0.36, -0.31], [0.42, 0.26, 0.27], [-0.60, -0.27, -0.18], [0.03, 0.12, 0.43], [0.49, -0.65, -0.58], [-0.20, 0.32, 0.73], [-0.26, -0.14, -0.21], [1.12, 0.73, 0.21], [-0.44, -0.11, -0.04], [0.46, 0.29, -0.09], [-0.01, -0.09, 0.71], [0.16, -0.08, -0.21], [-0.89, 0.12, -0.19], [0.16, 0.30, 0.02], [0.57, -0.28, -0.49], [-0.53, -0.65, -0.11], [0.45, -0.03, 0.25], [-0.20, 0.00, 0.01], [0.30, 0.48, -0.26], [-0.33, -1.03, -0.69], [0.19, -0.06, -0.03], [0.04, -0.02, -0.14], [-0.41, 0.08, 0.17], [0.06, -0.09, 0.03], [-0.06, 0.19, 0.10], [-0.03, -0.13, -0.32], [0.05, -0.19, -0.04], [-0.10, -0.15, -0.25], [-0.03, -0.11, -0.06], [0.23, 0.07, 0.21], [0.15, 0.07, 0.14], [-0.15, -0.09, -0.21], [0.09, -0.06, -0.15], [-0.16, 0.14, 0.13], [-0.02, 0.17, 0.04], [-0.01, 0.19, -0.18], [-0.20, -0.17, -0.08], [0.04, -0.23, -0.01], [0.09, 0.09, -0.06], [-0.02, -0.05, 0.18], [-0.18, -0.12, -0.12], [-0.10, -0.08, -0.17], [-0.19, -0.03, -0.31], [-0.08, -0.02, 0.14], [0.01, 0.16, -0.03], [-0.09, 0.12, 0.44], [0.24, 0.02, 0.25], [-0.51, 0.01, 0.11], [0.19, 0.28, 0.41], [0.26, 0.37, 0.15], [-0.02, 0.06, -0.17], [1.11, 0.50, -0.08], [-0.27, -0.30, -0.18], [-0.02, 0.10, 0.00], [0.16, -0.36, 0.25], [0.02, 0.70, -1.05], [-0.68, -1.57, 0.46], [0.13, 0.54, 0.04], [0.20, -0.01, 0.02], [-0.19, -0.04, 0.24], [-0.22, -0.03, 0.21], [-0.03, -0.03, 0.10], [-0.05, 0.02, 0.02], [-0.04, 0.00, 0.00], [-0.05, 0.10, 0.03], [0.05, 0.07, 0.03], [0.01, 0.04, 0.03], [0.00, 0.00, -0.02], [-0.05, 0.07, -0.02], [0.00, 0.09, 0.08], [0.01, 0.00, 0.03], [-0.10, -0.04, 0.05], [-0.02, 0.01, 0.05], [0.05, 0.05, 0.07], [0.06, 0.00, -0.07], [0.02, 0.00, 0.01], [-0.03, 0.01, 0.00], [0.05, 0.00, -0.07], [-0.07, 0.05, -0.04], [0.00, -0.01, -0.17], [0.58, 1.06, 0.09], [0.04, -0.40, -0.14], [-0.07, 0.07, -0.04], [0.17, -0.16, 0.40], [0.15, 0.46, -1.16], [0.09, -1.59, 0.76], [-0.21, 0.47, -0.14], [0.13, 0.12, 0.10], [-0.24, -0.13, 0.17], [-0.27, -0.14, 0.15], [-0.06, -0.04, 0.10], [-0.05, -0.01, 0.00], [-0.02, -0.02, -0.01], [-0.10, 0.05, -0.02], [-0.01, 0.08, 0.01], [-0.03, 0.04, 0.01], [0.02, 0.00, -0.02], [-0.06, 0.02, -0.06], [-0.08, 0.07, 0.04], [0.00, 0.01, 0.03], [-0.07, -0.09, 0.02], [-0.04, -0.01, 0.03], [-0.02, 0.08, 0.07], [0.08, 0.04, -0.04], [0.01, 0.02, 0.02], [-0.02, -0.01, -0.02], [0.08, 0.03, -0.05], [-0.04, -0.01, -0.09], [0.08, -0.11, -0.10], [-1.03, -0.27, -0.49], [0.37, 0.15, -0.12], [-0.03, -0.11, 0.04], [-0.05, 0.51, 0.06], [0.15, -0.97, -0.89], [0.87, 1.43, 0.47], [-0.24, -0.50, 0.04], [-0.21, 0.03, -0.06], [0.08, 0.10, 0.36], [0.11, 0.06, 0.32], [0.00, 0.06, 0.10], [0.03, -0.02, 0.04], [0.03, -0.01, 0.01], [0.01, -0.10, 0.07], [-0.07, -0.05, 0.02], [-0.03, -0.02, 0.02], [0.01, 0.00, -0.03], [0.03, -0.08, 0.02], [-0.05, -0.07, 0.10], [-0.03, 0.01, 0.02], [0.08, 0.05, 0.06], [0.01, 0.00, 0.05], [-0.09, -0.01, 0.05], [-0.03, 0.00, -0.09], [-0.03, 0.01, -0.01], [0.03, -0.01, 0.00], [-0.02, -0.01, -0.09], [0.06, -0.07, -0.02]],
  "lowdin_charge": [0.131, -0.580, 0.097, 0.016, -0.190, -0.213, -0.182, -0.125, -0.351, -0.049, -0.703, -0.128, -0.227, -0.283, -0.034, -0.074, -0.676, 0.957, 0.265, -0.350, -0.169, -0.202, 0.447, -0.351, -0.125, -0.098, 0.047, 0.070, 0.081, 0.079, 0.091, 0.111, 0.115, 0.112, 0.105, 0.110, 0.078, 0.119, 0.137, 0.102, 0.087, 0.093, 0.089, 0.096, 0.091, 0.097, 0.046, 0.051, -0.066, 0.081, 0.027, 0.070, 0.086, -0.032, -0.487, -0.131, -0.174, -0.131, -0.492, -0.081, -0.028, -0.034, -0.043, -0.039, 0.068, 0.053, 0.097, 0.126, 0.124, 0.100, 0.111, 0.122, 0.125, 0.092, 0.083, 0.057, 0.082, 0.086, 0.094, 0.093, 0.090, 0.055, -0.033, -0.496, -0.134, -0.173, -0.132, -0.492, -0.083, -0.029, -0.032, -0.045, -0.042, 0.085, 0.056, 0.094, 0.127, 0.125, 0.102, 0.112, 0.123, 0.124, 0.093, 0.084, 0.058, 0.079, 0.087, 0.092, 0.094, 0.086, 0.080, -0.036, -0.498, -0.133, -0.167, -0.125, -0.489, -0.091, -0.026, -0.030, -0.045, -0.049, 0.084, 0.056, 0.092, 0.126, 0.124, 0.103, 0.114, 0.111, 0.127, 0.090, 0.086, 0.059, 0.079, 0.089, 0.090, 0.090, 0.084, 0.078],
  "e_homo_ev": [-5.08, -5.08],
  "max_force_ev_per_a": 1.8,
  "energy_ev": -101181.999,
  "lumo_energy_ev": [1.56, 1.16],
  "orbital_gap_ev": [6.640, 6.247],
  "multiplicity": 4,
  "charge": -1
}